Entry 1:
79
Properties=species:S:1:pos:R:3:forces:R:3 method="wB97M-V/def2-TZVPD" largest_force_ev_per_a=1.29 total_charge=-2 homo_energy_ev="-0.41 / -0.51" e_tot_ev=-70553.468 gap_ev="4.1 / 4.2"
Na 1.123 0.786 0.538 -0.1 -1.1 0.6
C 1.512 5.037 2.667 0.0 0.1 0.0
C 1.134 3.582 2.589 -0.3 -0.1 0.1
N 1.500 2.796 1.636 0.4 0.3 -0.3
N 2.133 3.387 0.556 0.0 0.0 0.2
C 2.789 2.517 -0.186 0.5 0.3 -0.2
O 3.082 1.312 0.052 0.5 0.2 -0.1
C 3.228 3.083 -1.518 0.0 -0.1 0.1
C 3.336 2.212 -2.597 0.1 0.0 -0.1
C 3.706 2.683 -3.850 0.0 0.0 0.1
C 3.998 4.028 -4.029 0.0 0.0 0.0
C 3.905 4.900 -2.951 0.0 0.0 0.0
C 3.513 4.432 -1.705 0.0 0.0 0.0
C 0.260 3.034 3.607 0.0 -0.1 0.0
C 0.190 3.586 4.890 0.1 0.0 -0.1
C -0.440 2.975 5.948 -0.1 -0.1 0.1
C -1.049 1.701 5.709 0.0 0.1 0.0
C -1.061 1.208 4.449 0.0 0.1 0.1
N -0.478 1.847 3.391 -0.2 -0.3 -0.4
H 1.770 5.382 1.669 0.0 0.0 0.0
H 2.387 5.188 3.307 0.0 0.0 0.0
H 0.692 5.636 3.066 0.0 0.0 0.0
H 3.111 1.166 -2.432 0.0 0.0 0.0
H 3.761 1.997 -4.687 0.0 0.0 0.0
H 4.291 4.398 -5.006 0.0 0.0 0.0
H 4.129 5.953 -3.084 0.0 0.0 0.0
H 3.408 5.100 -0.860 0.0 0.0 0.0
H 0.715 4.521 5.041 0.0 0.0 0.0
H -0.451 3.431 6.928 0.0 0.0 0.0
H -1.515 1.126 6.497 0.0 0.0 0.0
H -1.559 0.291 4.172 0.0 0.0 0.0
N 2.606 -1.006 2.969 0.1 0.0 0.0
C 1.962 -2.255 2.555 0.0 0.1 -0.1
C 0.444 -2.112 2.571 -0.1 0.0 0.0
N -0.040 -1.450 1.361 0.1 0.0 0.3
H 2.205 -0.211 2.478 -0.1 -0.1 0.1
H 3.582 -0.998 2.697 0.0 0.0 0.0
H 2.271 -3.044 3.250 0.0 0.0 0.0
H 2.249 -2.573 1.543 0.0 0.0 0.0
H 0.175 -1.505 3.441 0.0 0.0 0.0
H -0.013 -3.098 2.710 0.0 0.0 0.0
H -0.697 -0.705 1.575 0.0 0.0 0.0
H -0.470 -2.097 0.714 0.1 0.0 -0.1
C -2.483 -6.799 0.307 0.0 0.0 0.0
O -3.009 -5.502 0.372 0.0 0.0 0.1
C -3.037 -4.792 -0.817 0.0 0.0 0.0
C -3.404 -3.452 -0.731 0.0 0.0 -0.1
C -3.458 -2.655 -1.859 -0.1 0.0 0.2
C -3.144 -3.172 -3.135 -0.1 0.1 -0.5
C -2.797 -4.527 -3.192 0.0 -0.2 0.1
C -2.737 -5.333 -2.059 0.0 0.1 -0.1
N -3.223 -2.484 -4.349 -0.1 0.1 0.5
N -3.219 -1.147 -4.332 0.3 -0.2 0.1
C -2.454 -0.458 -3.412 -0.2 0.0 -0.2
C -2.878 0.805 -3.020 0.0 0.1 0.1
C -2.229 1.538 -2.019 -0.2 -0.1 -0.2
C -1.122 1.052 -1.370 0.2 0.1 0.1
O -0.491 1.757 -0.358 -0.9 0.2 -0.3
C -0.529 -0.150 -1.860 0.0 0.1 0.0
N 0.696 -0.525 -1.377 -0.3 0.2 -0.2
C 1.297 -1.558 -1.897 0.0 -0.1 -0.1
C 0.761 -2.320 -2.953 0.1 0.0 0.1
C -0.472 -1.979 -3.434 -0.1 0.1 -0.1
C -1.179 -0.886 -2.891 0.2 -0.1 -0.1
H -2.465 -7.179 1.328 0.0 0.0 0.0
H -1.464 -6.801 -0.097 0.0 0.0 0.0
H -3.102 -7.462 -0.309 0.0 0.0 0.0
H -3.640 -3.036 0.241 0.0 0.0 0.0
H -3.744 -1.618 -1.753 0.0 0.0 0.0
H -2.566 -4.943 -4.166 0.0 0.0 0.0
H -2.448 -6.371 -2.168 0.0 0.0 0.0
H -3.788 1.184 -3.470 0.0 0.0 0.0
H -2.637 2.487 -1.703 0.0 0.0 0.0
H 2.267 -1.811 -1.476 0.0 0.0 0.0
H 1.319 -3.150 -3.366 0.0 0.0 0.0
H -0.923 -2.529 -4.249 0.0 0.0 0.0
O -2.799 1.973 0.695 0.2 0.1 0.1
S -1.419 2.328 1.071 -0.6 0.0 -0.2
N -0.874 1.267 2.137 0.4 0.2 0.2

Entry 2:
90
Properties=species:S:1:pos:R:3:forces:R:3 method="wB97M-V/def2-TZVPD" largest_force_ev_per_a=3.58 total_charge=0 homo_energy_ev=-8.82 e_tot_ev=-95158.715 gap_ev=8.0
C 3.170 1.696 -0.020 0.1 0.4 -0.1
N 2.581 0.953 -1.141 -0.5 0.0 0.3
C 1.121 0.755 -0.956 0.4 0.4 0.5
B 0.243 1.948 -1.521 0.2 -0.4 -1.7
O 0.610 3.325 -1.495 -1.5 -0.6 1.9
B -0.391 3.970 -0.749 0.0 1.1 -0.4
Cl 0.020 5.250 0.472 -0.1 -0.9 -1.0
O -1.765 3.655 -0.870 1.5 -1.4 0.8
B -1.914 2.268 -1.098 0.2 1.3 -2.1
P -3.133 1.098 -0.173 0.6 -3.4 0.8
O -2.598 -0.336 -0.336 -0.8 1.8 -0.2
O -1.059 1.679 -2.055 0.1 0.5 2.6
H 2.476 2.484 0.322 0.3 -0.2 -0.3
H 4.082 2.202 -0.374 -0.2 -0.2 0.3
H 3.405 1.069 0.861 -0.1 0.1 -0.3
H 2.996 0.031 -1.161 0.1 0.1 -0.1
H 0.805 -0.232 -1.325 0.0 0.5 -0.1
H 0.929 0.731 0.150 -0.3 -0.2 -0.4
H -4.480 1.252 -0.581 0.4 0.5 0.2
H -3.125 1.356 1.234 -0.1 0.7 -0.6
C -5.046 -2.578 -5.201 0.0 0.0 0.0
C -4.256 -1.863 -4.310 -0.2 -0.1 -0.1
C -4.842 -1.186 -3.251 0.1 0.1 0.1
C -6.221 -1.239 -3.096 0.4 -0.4 -0.6
C -7.021 -1.946 -3.983 -0.1 -0.1 0.0
C -6.426 -2.617 -5.041 0.2 0.1 0.1
N -6.839 -0.548 -1.968 0.0 0.0 0.0
O -6.110 0.078 -1.229 0.0 0.1 0.2
O -8.037 -0.642 -1.829 -0.3 0.0 0.0
H -4.584 -3.110 -6.024 0.0 0.0 0.0
H -3.182 -1.835 -4.437 0.0 0.0 0.1
H -4.221 -0.634 -2.558 -0.1 -0.1 0.1
H -8.094 -1.982 -3.861 0.0 0.1 0.1
H -7.038 -3.173 -5.739 0.0 0.0 0.0
C -5.260 2.193 6.949 -0.1 0.0 0.0
C -4.895 3.503 6.670 0.0 -0.2 -0.1
C -4.716 3.909 5.356 0.1 0.2 0.0
C -4.913 2.992 4.334 -0.1 -0.2 0.6
C -5.278 1.679 4.600 0.0 -0.1 0.0
C -5.449 1.282 5.917 -0.1 0.2 0.1
N -4.738 3.420 2.950 0.1 0.1 0.0
O -4.394 4.562 2.749 0.1 0.3 0.0
O -4.934 2.602 2.074 -0.1 -0.2 -0.2
H -5.398 1.879 7.976 0.0 0.0 0.0
H -4.747 4.209 7.477 0.0 0.0 0.0
H -4.427 4.929 5.144 0.0 -0.1 -0.2
H -5.426 0.967 3.801 0.0 0.1 -0.1
H -5.729 0.262 6.141 0.0 0.0 0.0
C 6.190 -0.123 -6.305 0.0 0.0 0.0
C 6.518 -0.062 -4.957 -0.1 -0.1 -0.1
C 5.640 -0.556 -4.004 0.1 0.0 0.1
C 4.438 -1.112 -4.419 0.5 0.3 -0.4
C 4.095 -1.173 -5.762 -0.1 0.0 -0.1
C 4.978 -0.674 -6.707 0.1 0.0 0.2
N 3.521 -1.654 -3.421 -0.1 0.0 -0.1
O 3.844 -1.569 -2.253 0.2 0.0 0.3
O 2.494 -2.162 -3.808 -0.3 -0.1 -0.1
H 6.880 0.259 -7.046 0.0 0.0 0.0
H 7.461 0.369 -4.647 0.0 0.0 0.0
H 5.900 -0.506 -2.956 -0.2 -0.1 0.0
H 3.155 -1.602 -6.080 0.0 0.0 0.2
H 4.725 -0.717 -7.758 0.0 0.0 0.0
C 1.133 2.986 3.383 0.0 0.0 0.0
C 1.540 3.067 4.710 -0.2 -0.1 -0.1
C 0.701 2.625 5.723 0.1 0.0 0.1
C -0.539 2.100 5.392 0.4 0.2 -0.5
C -0.959 2.020 4.072 -0.1 0.0 -0.2
C -0.116 2.467 3.066 0.1 0.0 0.2
N -1.421 1.611 6.451 0.0 0.0 0.0
O -1.045 1.711 7.598 0.1 0.1 0.2
O -2.481 1.133 6.115 -0.2 -0.2 -0.1
H 1.792 3.328 2.594 0.0 0.0 0.0
H 2.512 3.474 4.954 0.0 0.0 0.0
H 1.023 2.691 6.753 -0.2 -0.1 0.0
H -1.929 1.614 3.818 0.0 0.0 0.2
H -0.431 2.408 2.032 0.0 0.0 0.0
C 5.178 -6.586 -1.547 0.0 0.0 0.0
C 4.507 -5.374 -1.654 0.2 -0.1 0.1
C 4.822 -4.328 -0.799 -0.1 0.1 0.0
C 5.812 -4.510 0.155 -0.2 -0.5 -0.4
C 6.484 -5.718 0.277 0.1 -0.1 0.1
C 6.161 -6.760 -0.580 -0.1 0.1 -0.1
N 6.163 -3.402 1.042 0.0 0.1 0.1
O 5.547 -2.366 0.924 -0.2 0.2 -0.1
O 7.054 -3.580 1.844 0.2 -0.1 0.2
H 4.933 -7.399 -2.220 0.0 0.0 0.0
H 3.741 -5.242 -2.407 0.0 0.0 0.0
H 4.296 -3.389 -0.889 0.1 0.0 0.1
H 7.252 -5.857 1.025 0.0 0.2 0.0
H 6.679 -7.706 -0.498 0.0 0.0 0.0